14
Properties=species:S:1:pos:R:3:forces:R:3:nbo_charge:R:1 method="wB97M-V/def2-TZVPD" total_charge=-1 smiles="CN(O)C/C=N/[O-]" e_homo_ev=-2.66 largest_force_ev_per_a=5.96
C -1.30321 0.44863 -0.84076 0.9 -1.1 1.3 -0.447
N -1.17683 -0.47686 0.26982 1.4 1.0 2.4 -0.159
O -0.99511 -1.77073 -0.19512 2.4 -1.4 -1.2 -0.615
C 0.07239 -0.10093 1.16753 -4.0 4.1 -1.7 -0.268
C 1.16784 0.49690 0.38799 0.5 -1.9 0.8 -0.252
N 2.22070 -0.16631 -0.01898 -0.3 -0.2 0.4 -0.093
O 3.12071 0.46893 -0.69038 -0.2 -0.1 0.0 -0.665
H -0.49886 0.38861 -1.50395 1.9 0.3 -1.0 0.181
H -2.06232 0.00494 -1.34578 -2.9 -0.5 -1.8 0.189
H -1.47870 1.44775 -0.53045 -0.3 0.8 0.4 0.191
H 0.01876 -1.91462 -0.39697 -2.3 0.7 0.3 0.441
H 0.39696 -0.92885 1.61823 0.8 -3.4 2.1 0.193
H -0.55457 0.61739 1.90646 2.1 -1.3 -1.2 0.168
H 1.07223 1.48514 0.17237 0.0 3.1 -0.9 0.135